160
Properties=species:S:1:pos:R:3:forces:R:3 method="wB97M-V/def2-TZVPD" homo_lumo_gap_ev=9.17 relative_energy_ev=0.5183 homo_ev=-8.915 lumo_ha=0.009 fmax_ev_per_a=1.61 charge=0
C 2.413357 6.125335 0.766432 -0.3 -0.2 0.0
C 1.633828 5.331495 -0.265391 -0.3 0.3 0.4
O 1.801544 5.453944 -1.457312 0.1 0.0 0.0
C 0.645155 4.329192 0.308084 0.6 -0.1 -0.8
H 1.811310 6.398165 1.634268 -0.1 -0.3 0.0
H 2.841428 7.045408 0.378443 0.3 -0.3 -0.3
H 3.159051 5.406539 1.119141 0.3 0.3 0.1
H 0.276917 3.710887 -0.509392 -0.3 0.1 0.0
H -0.167482 4.865484 0.794953 0.0 -0.1 0.2
H 1.166601 3.664156 0.995729 -0.2 0.2 0.4
C -3.899177 0.191552 -1.058059 -1.0 0.2 1.0
C -4.878286 -0.770181 -1.695443 1.1 0.6 -0.2
O -4.546246 -1.374973 -2.693393 -0.3 -0.3 0.0
C -6.223433 -0.927316 -1.060618 -0.7 -0.5 -0.5
H -4.461285 0.873416 -0.416254 0.1 0.2 -0.2
H -3.271005 0.751724 -1.740744 0.1 -0.3 -0.2
H -3.311022 -0.357783 -0.319803 0.3 -0.1 -0.3
H -6.780938 0.010438 -1.053672 0.2 0.1 0.0
H -6.197642 -1.284439 -0.031093 0.2 0.1 0.1
H -6.779035 -1.635990 -1.678523 -0.1 0.0 0.2
C -1.750197 -0.133367 -4.436775 -0.3 0.2 -0.8
C -1.607485 -1.542357 -4.980335 0.0 0.4 0.5
O -1.641793 -1.770742 -6.159381 -0.1 -0.2 -0.4
C -1.418829 -2.635654 -3.959999 0.1 -0.1 0.4
H -1.708810 0.557718 -5.280389 0.1 0.0 0.0
H -1.012936 0.150068 -3.688965 0.0 -0.2 0.2
H -2.753211 -0.038817 -4.012235 0.1 -0.1 0.3
H -1.355899 -2.210213 -2.959126 0.2 -0.1 0.0
H -0.499025 -3.167395 -4.205872 0.0 0.0 0.1
H -2.230977 -3.363475 -3.952079 -0.1 0.1 -0.3
C -1.246984 4.210226 4.069697 0.3 -0.2 -0.6
C -0.002436 5.011159 4.319468 -0.2 0.3 -0.2
O 1.042048 4.751578 3.758433 0.1 0.0 0.2
C -0.142372 6.261822 5.152351 0.4 0.1 0.1
H -1.999491 4.867589 3.624355 -0.2 0.0 0.3
H -1.634381 3.736866 4.970243 -0.1 0.1 0.0
H -0.992942 3.450408 3.331276 -0.1 -0.2 0.2
H -0.867640 6.200921 5.960860 -0.1 -0.1 -0.1
H -0.449808 7.052656 4.463054 -0.1 0.0 0.1
H 0.828581 6.540014 5.561752 0.0 0.0 -0.1
C 1.708766 1.494238 5.453477 -0.2 -0.3 0.1
C 0.697228 0.538685 4.863379 -0.1 -0.2 0.5
O -0.310341 0.957032 4.342575 -0.1 0.0 -0.2
C 0.911791 -0.948486 5.048522 -0.2 -0.4 -0.7
H 2.725451 1.321455 5.100941 0.0 -0.1 -0.1
H 1.702791 1.294869 6.529393 0.1 0.2 0.0
H 1.393865 2.512446 5.244997 0.1 0.1 0.0
H 0.201178 -1.483487 4.419395 -0.1 0.2 -0.1
H 0.728677 -1.336484 6.051036 0.3 0.5 0.2
H 1.900088 -1.244966 4.697141 0.1 0.1 0.3
C -3.080310 -0.460433 2.408156 -0.1 0.4 -0.1
C -4.560855 -0.561889 2.636285 -0.4 -0.8 0.2
O -5.355709 0.109276 2.017045 0.0 0.3 -0.1
C -5.028811 -1.633364 3.604581 0.0 0.3 0.2
H -2.891740 0.526814 1.999296 0.2 0.1 0.2
H -2.767759 -1.176274 1.649255 -0.1 -0.2 0.1
H -2.505902 -0.658862 3.310012 0.1 0.1 0.0
H -5.012155 -2.585350 3.071853 0.3 -0.1 0.2
H -6.043418 -1.481791 3.969775 0.0 0.3 -0.3
H -4.370785 -1.661256 4.472656 0.1 -0.3 -0.1
C 0.026375 1.046528 1.233315 0.5 -0.7 -0.6
C 0.028843 0.321878 -0.107140 -1.3 0.0 0.5
O -0.743721 0.707399 -0.967644 0.4 0.1 -0.3
C 0.768603 -0.979423 -0.274431 0.3 1.0 -0.6
H -0.156390 0.300211 2.006378 0.0 0.1 0.1
H -0.757894 1.793208 1.224677 0.1 0.1 0.0
H 1.008664 1.476745 1.427805 0.0 0.0 0.2
H 0.632524 -1.300968 -1.305620 0.0 -0.2 0.1
H 0.363206 -1.702749 0.421233 0.2 -0.1 0.1
H 1.833130 -0.811372 -0.112702 -0.1 -0.2 0.3
C 3.013779 -2.831578 -6.648437 0.6 0.1 -0.1
C 2.271912 -1.829019 -5.834852 -1.0 0.4 -0.1
O 1.591022 -0.980407 -6.375798 0.4 -0.1 0.2
C 2.336374 -1.930777 -4.336899 -0.5 1.0 0.1
H 3.111633 -3.775862 -6.114600 -0.1 -0.1 -0.2
H 4.026289 -2.439769 -6.800012 0.0 -0.1 0.0
H 2.545459 -2.901557 -7.626488 0.0 -0.3 0.0
H 1.828599 -2.815962 -3.957526 0.6 -0.3 0.0
H 1.756800 -1.096119 -3.934468 0.1 0.1 0.0
H 3.359208 -1.786720 -3.986361 0.0 -0.5 0.1
C -1.814422 3.532513 -2.844268 -0.3 0.2 -0.5
C -2.741707 4.659318 -2.485826 -0.4 -0.2 -0.1
O -3.945858 4.517661 -2.474296 0.0 -0.1 0.1
C -2.132406 5.996271 -2.184305 -0.5 0.3 0.0
H -2.372267 2.754292 -3.362845 0.0 -0.1 0.2
H -1.358454 3.120104 -1.943133 0.2 0.0 -0.1
H -1.074973 3.940582 -3.537222 0.3 -0.2 0.2
H -2.773158 6.493986 -1.454670 0.3 -0.1 0.3
H -2.261943 6.622575 -3.072543 0.3 -0.1 -0.1
H -1.082635 5.926376 -1.910988 0.0 0.2 0.1
C -5.597295 3.273121 0.376767 -0.3 0.0 0.6
C -4.399700 3.764725 1.143122 -0.3 0.5 0.2
O -4.532839 4.640976 1.967612 0.1 0.2 0.3
C -3.031666 3.199132 0.875374 -0.3 0.1 -1.1
H -5.518006 3.464355 -0.692441 0.2 -0.3 -0.1
H -6.470380 3.800712 0.759962 0.1 0.1 0.0
H -5.740734 2.222800 0.644367 0.1 -0.1 -0.5
H -2.313168 4.014802 0.931486 0.1 -0.1 0.3
H -3.025152 2.819161 -0.148822 0.2 -0.2 0.1
H -2.778780 2.392883 1.554157 0.0 0.1 0.2
C 4.687193 -0.831783 3.475969 -0.2 0.2 0.5
C 3.758628 -0.190692 2.485722 0.5 0.3 -0.5
O 2.596692 -0.488851 2.345531 -0.2 -0.3 0.3
C 4.351737 0.908422 1.620509 -0.4 -0.4 -0.3
H 5.662939 -1.020679 3.035430 0.0 -0.1 0.0
H 4.280782 -1.729434 3.937896 -0.1 -0.1 -0.2
H 4.817241 -0.100184 4.282508 0.2 0.0 0.0
H 5.380506 0.699661 1.332843 0.1 0.1 0.2
H 4.274644 1.865990 2.136915 0.1 0.0 0.0
H 3.742098 0.934552 0.715220 0.0 0.2 0.0
C 6.003867 -3.345708 -2.031886 -0.5 -0.5 -1.0
C 5.123248 -3.124516 -0.848636 0.0 1.1 1.1
O 5.411829 -3.534738 0.256763 0.1 -0.5 -0.2
C 3.930967 -2.193227 -0.988831 0.0 0.0 -0.4
H 6.720473 -4.153094 -1.912332 0.1 0.1 0.3
H 6.508201 -2.418544 -2.308910 0.0 0.1 0.1
H 5.363019 -3.599194 -2.885574 0.1 0.1 0.0
H 4.013858 -1.337669 -0.316200 0.3 -0.2 0.1
H 3.003830 -2.699244 -0.715517 0.1 -0.1 -0.1
H 3.825640 -1.767307 -1.986403 0.0 -0.2 0.1
C 2.753997 -5.781590 -1.890286 0.1 0.2 -1.0
C 1.431238 -5.108142 -1.685191 -0.1 0.3 1.2
O 1.311291 -3.911942 -1.826034 -0.3 0.0 -0.3
C 0.341023 -5.954546 -1.063945 0.1 -0.4 -0.2
H 2.623666 -6.815537 -2.203873 0.2 -0.1 0.3
H 3.336222 -5.677763 -0.973238 -0.1 -0.3 0.1
H 3.296959 -5.251720 -2.676674 0.0 0.0 0.1
H -0.196822 -5.432672 -0.275562 0.1 0.2 -0.1
H 0.783442 -6.863664 -0.657075 -0.1 0.0 0.1
H -0.381923 -6.265643 -1.822963 0.0 0.1 -0.1
C 4.101183 2.653749 -2.708904 -0.3 0.4 1.2
C 2.994700 1.642134 -2.477027 0.2 -0.2 -1.0
O 3.202387 0.528778 -2.047119 0.2 0.1 0.3
C 1.636549 2.103490 -2.866363 -0.9 0.3 -0.3
H 3.741786 3.629940 -2.363478 -0.1 0.0 -0.2
H 4.359788 2.784710 -3.756588 0.0 -0.3 -0.1
H 4.949348 2.414400 -2.067862 0.2 -0.2 -0.4
H 0.894419 1.350642 -3.128553 0.4 -0.5 0.2
H 1.673490 2.782523 -3.720013 0.1 0.3 0.2
H 1.210960 2.626297 -2.005546 0.1 0.3 -0.2
C -2.242119 -3.272344 -0.419478 -0.3 -0.2 0.4
C -3.105853 -3.678421 0.756875 0.3 0.4 0.3
O -2.705118 -3.543601 1.897816 -0.2 -0.2 -0.3
C -4.466865 -4.219271 0.462287 -0.6 -0.1 -0.4
H -2.730413 -2.502940 -1.020072 -0.1 -0.1 -0.1
H -2.075946 -4.154370 -1.038993 0.1 0.1 -0.2
H -1.307770 -2.887109 -0.031120 0.2 0.0 -0.1
H -5.028796 -4.456613 1.362162 0.2 -0.2 0.1
H -4.388103 -5.090645 -0.193467 0.0 -0.1 0.2
H -5.075742 -3.514408 -0.113787 0.3 0.2 0.0
C 0.601474 -3.355176 2.391874 -0.3 -0.4 0.6
C 1.660885 -4.347213 2.819595 0.3 0.1 -0.8
O 1.396608 -5.305767 3.503038 -0.2 0.0 0.2
C 3.059606 -4.153319 2.256341 -0.2 0.4 1.6
H 0.405023 -3.550340 1.335575 -0.2 -0.1 0.0
H 0.840120 -2.297261 2.480004 0.5 -0.1 0.0
H -0.276820 -3.559174 3.001694 -0.2 0.0 -0.3
H 3.720612 -4.518463 3.046430 0.2 -0.2 -0.3
H 3.247242 -3.082384 2.185121 0.1 -0.1 -0.7
H 3.240936 -4.716634 1.347987 0.0 0.2 -0.2